{
  "formula": "C10H34BrN2O6",
  "method": "ωB97M-V with the def2-TZVPD basis set",
  "homo_lumo_gap_ha": 0.3241,
  "de_lowest_ev": 1.0745,
  "total_charge": -1,
  "e_tot_ha": -3536.418718,
  "fmax_ev_per_a": 2.30,
  "species": ["Br", "C", "C", "O", "H", "H", "H", "H", "H", "H", "C", "C", "C", "O", "C", "N", "H", "H", "H", "H", "H", "H", "H", "H", "H", "H", "H", "C", "C", "C", "O", "C", "N", "H", "H", "H", "H", "H", "H", "H", "H", "H", "H", "H", "O", "H", "H", "O", "H", "H", "O", "H", "H"],
  "coordinates": [[-1.670, 33.894, -8.110], [3.613, 35.066, -6.380], [2.079, 35.179, -6.561], [1.599, 33.867, -6.897], [4.168, 34.479, -7.111], [3.844, 34.523, -5.463], [4.029, 36.057, -6.199], [1.798, 35.903, -7.325], [1.731, 35.401, -5.552], [0.662, 33.968, -7.079], [-5.377, 35.594, -9.143], [-5.668, 34.073, -9.396], [-6.876, 33.952, -10.268], [-8.083, 34.524, -9.741], [-9.198, 34.435, -10.611], [-4.520, 33.487, -10.099], [-4.591, 35.759, -8.406], [-6.225, 36.157, -8.755], [-5.088, 36.031, -10.099], [-5.771, 33.564, -8.438], [-7.182, 32.942, -10.542], [-6.687, 34.338, -11.270], [-10.100, 34.398, -9.999], [-9.261, 33.545, -11.238], [-9.263, 35.277, -11.300], [-3.683, 33.829, -9.648], [-4.382, 34.018, -10.947], [-1.971, 37.812, -9.661], [-1.409, 38.250, -8.307], [-2.351, 37.801, -7.201], [-3.583, 38.538, -7.469], [-4.566, 38.245, -6.502], [-0.101, 37.563, -8.108], [-2.903, 38.269, -9.993], [-2.173, 36.741, -9.684], [-1.429, 38.003, -10.588], [-1.333, 39.337, -8.302], [-2.049, 38.089, -6.194], [-2.522, 36.725, -7.158], [-5.422, 38.842, -6.816], [-4.207, 38.420, -5.488], [-4.751, 37.171, -6.467], [-0.418, 36.608, -8.020], [0.445, 37.477, -8.954], [-3.880, 31.346, -7.601], [-4.471, 31.913, -8.097], [-3.042, 31.809, -7.609], [-1.181, 30.737, -9.442], [-0.463, 30.303, -8.981], [-1.240, 31.601, -9.033], [0.273, 33.858, -10.958], [0.974, 34.413, -10.616], [-0.359, 33.801, -10.241]]
}

***

{
  "formula": "C10H34N3O10S",
  "method": "ωB97M-V with the def2-TZVPD basis set",
  "homo_lumo_gap_ha": 0.2822,
  "total_charge": 1,
  "e_tot_ha": -1715.937830,
  "fmax_ev_per_a": 3.70,
  "species": ["C", "N", "C", "C", "C", "C", "C", "C", "S", "C", "N", "N", "C", "O", "C", "H", "H", "H", "H", "H", "H", "H", "H", "H", "H", "H", "H", "H", "H", "H", "H", "O", "H", "H", "O", "H", "H", "O", "H", "H", "O", "H", "H", "O", "H", "H", "O", "H", "H", "O", "H", "H", "O", "H", "H", "O", "H", "H"],
  "coordinates": [[-0.030, 3.513, 2.035], [-0.716, 3.514, 0.952], [-1.089, 2.112, 0.652], [-0.924, 1.163, 1.920], [-0.363, -0.134, 1.252], [-0.761, -1.465, 1.967], [-0.205, -2.635, 1.054], [1.372, -2.725, 1.059], [2.108, -3.041, -0.602], [2.135, -1.535, -1.556], [1.316, -0.521, -1.400], [1.573, 0.520, -2.222], [2.624, 0.079, -2.942], [2.983, -1.155, -2.573], [0.142, 2.093, 2.654], [0.356, 4.484, 2.402], [-0.972, 4.280, 0.316], [-0.243, 1.808, -0.028], [-1.970, 1.919, 0.007], [-1.949, 1.151, 2.346], [-0.795, -0.196, 0.225], [0.741, -0.041, 1.160], [-1.884, -1.546, 1.903], [-0.416, -1.554, 3.019], [-0.658, -3.618, 1.295], [-0.503, -2.394, 0.003], [1.643, -3.628, 1.659], [1.856, -1.854, 1.551], [3.049, 0.722, -3.724], [1.190, 1.740, 2.473], [0.049, 2.157, 3.760], [-2.751, 4.227, 4.173], [-2.598, 5.159, 4.368], [-2.070, 3.996, 3.535], [-4.831, 2.392, 4.620], [-5.329, 2.743, 5.366], [-3.978, 2.849, 4.665], [-0.630, 1.059, -4.793], [-1.046, 0.225, -5.041], [-0.019, 0.814, -4.088], [-0.041, 5.841, -0.970], [0.146, 6.767, -0.775], [0.627, 5.602, -1.625], [-4.036, -0.625, 1.838], [-3.960, -1.346, 2.474], [-4.286, 0.136, 2.377], [2.178, -3.411, -4.881], [2.406, -2.907, -4.093], [2.081, -4.316, -4.565], [-0.667, 0.429, -7.817], [-0.436, 0.944, -7.033], [-0.776, -0.469, -7.485], [5.153, -4.596, 0.943], [4.999, -5.281, 0.282], [5.390, -3.819, 0.424], [1.314, -6.729, -0.676], [1.508, -5.799, -0.521], [1.970, -7.004, -1.326]]
}

***

{
  "formula": "C10H34N8O7",
  "method": "ωB97M-V with the def2-TZVPD basis set",
  "homo_lumo_gap_ha": 0.3510,
  "smiles": "NC(N)=O.NC(N)=O.NC(N)=O.NC(N)=O.CCO.CCO.CCO",
  "de_lowest_ev": 5.4333,
  "total_charge": 0,
  "e_tot_ha": -1366.106173,
  "fmax_ev_per_a": 7.03,
  "species": ["C", "C", "O", "H", "H", "H", "H", "H", "H", "C", "C", "O", "H", "H", "H", "H", "H", "H", "C", "C", "O", "H", "H", "H", "H", "H", "H", "C", "O", "N", "N", "H", "H", "H", "H", "C", "O", "N", "N", "H", "H", "H", "H", "C", "O", "N", "N", "H", "H", "H", "H", "C", "O", "N", "N", "H", "H", "H", "H"],
  "coordinates": [[0.357, -19.813, 17.807], [-0.466, -19.354, 18.943], [-1.730, -19.604, 18.483], [1.386, -20.099, 18.027], [0.377, -19.049, 17.030], [0.016, -20.658, 17.210], [-0.275, -18.290, 19.085], [-0.276, -19.990, 19.807], [-2.340, -19.516, 19.219], [4.666, -17.201, 16.012], [3.889, -15.848, 15.933], [4.617, -14.888, 16.705], [4.401, -17.570, 17.002], [5.715, -16.970, 15.827], [4.372, -18.000, 15.331], [2.822, -15.927, 16.142], [4.026, -15.454, 14.926], [5.129, -14.219, 16.245], [4.334, -12.026, 20.585], [3.833, -12.990, 21.530], [3.290, -14.269, 21.043], [4.690, -11.054, 20.928], [3.491, -11.917, 19.902], [5.077, -12.625, 20.059], [3.086, -12.454, 22.116], [4.582, -13.174, 22.301], [3.555, -14.540, 20.161], [3.266, -23.494, 12.834], [3.475, -22.981, 11.759], [3.096, -22.748, 13.867], [3.046, -24.756, 13.021], [3.089, -21.743, 13.768], [3.431, -23.164, 14.724], [2.479, -25.077, 13.792], [3.203, -25.250, 12.154], [8.831, -18.079, 19.119], [8.175, -19.105, 19.174], [8.417, -16.843, 18.973], [10.086, -18.113, 19.262], [7.436, -16.629, 19.083], [9.126, -16.124, 18.964], [10.554, -18.939, 19.609], [10.441, -17.191, 19.469], [1.385, -9.132, 16.531], [0.221, -8.704, 16.522], [2.466, -8.652, 17.074], [1.791, -10.205, 15.867], [2.429, -7.974, 17.822], [3.381, -8.929, 16.746], [1.242, -10.392, 15.039], [2.712, -10.585, 16.029], [7.711, -10.293, 15.278], [6.631, -10.704, 15.588], [8.361, -10.949, 14.304], [8.243, -9.140, 15.495], [9.257, -10.630, 13.965], [8.089, -11.883, 14.031], [9.198, -8.905, 15.266], [7.706, -8.428, 15.969]]
}

***

{
  "formula": "C10H34NO9",
  "method": "ωB97M-V with the def2-TZVPD basis set",
  "homo_lumo_gap_ha": 0.3558,
  "de_lowest_ev": 0.3699,
  "total_charge": 1,
  "e_tot_ha": -1133.049307,
  "fmax_ev_per_a": 1.87,
  "species": ["N", "H", "H", "H", "H", "C", "C", "O", "H", "H", "H", "H", "H", "H", "C", "C", "O", "O", "H", "H", "H", "H", "H", "H", "C", "C", "O", "O", "H", "H", "H", "H", "H", "H", "C", "C", "O", "O", "H", "H", "H", "H", "H", "H", "C", "C", "O", "O", "H", "H", "H", "H", "H", "H"],
  "coordinates": [[-8.969, -4.999, -25.546], [-8.087, -5.535, -25.467], [-9.646, -5.587, -26.031], [-8.715, -4.212, -26.135], [-9.360, -4.703, -24.638], [-7.543, -7.178, -22.792], [-6.395, -6.507, -23.512], [-6.604, -6.434, -24.922], [-8.406, -6.522, -22.678], [-7.228, -7.407, -21.772], [-7.754, -8.156, -23.224], [-5.454, -7.030, -23.313], [-6.230, -5.512, -23.080], [-5.865, -5.912, -25.257], [-9.092, -1.810, -27.325], [-8.135, -2.624, -28.190], [-7.248, -3.396, -27.353], [-9.938, -2.670, -26.544], [-9.656, -1.140, -27.980], [-8.553, -1.171, -26.620], [-7.457, -1.988, -28.758], [-8.688, -3.268, -28.869], [-6.545, -2.812, -27.055], [-10.377, -2.136, -25.873], [-10.431, -8.194, -25.417], [-10.553, -8.158, -26.921], [-9.683, -7.172, -27.454], [-11.153, -7.085, -24.846], [-9.377, -8.036, -25.171], [-10.756, -9.157, -25.027], [-11.590, -8.029, -27.242], [-10.223, -9.133, -27.296], [-9.768, -7.085, -28.407], [-11.363, -7.308, -23.933], [-10.572, -3.927, -22.109], [-10.955, -2.650, -21.391], [-11.711, -1.834, -22.269], [-9.599, -3.778, -23.162], [-11.402, -4.504, -22.512], [-10.086, -4.586, -21.382], [-10.063, -2.088, -21.089], [-11.515, -2.902, -20.488], [-12.148, -1.130, -21.780], [-8.871, -3.245, -22.823], [-12.819, -4.333, -26.047], [-13.938, -3.303, -26.044], [-14.617, -3.281, -24.794], [-13.390, -5.637, -26.012], [-12.155, -4.188, -25.188], [-12.216, -4.281, -26.961], [-14.725, -3.598, -26.748], [-13.678, -2.310, -26.407], [-15.152, -4.070, -24.685], [-12.677, -6.233, -25.750]]
}

***

> Number 3 is which compound?

C10H34N8O7